Entry 1:
A 10-piece molecular cluster, C31H69BN3O26 overall in a non-equilibrium geometry, computed with wB97M-V/def2-TZVPD.

LUMO level (alpha / beta), eV: -0.89 / -6.74
Highest occupied orbital energy (alpha / beta), eV: -8.74 / -8.74
⟨S²⟩: 0.76
Energy, eV: -91630.6562
Frontier orbital gap (alpha / beta), eV: 7.8 / 2.0

```
! RIJCOSX wB97M-V def2-TZVPD def2/J DEFGRID3
* xyz 0 2
O -2.737 26.763 -4.822
C -2.256 26.281 -3.813
O -2.214 25.018 -3.457
B -1.401 24.872 -2.215
O -1.049 26.256 -1.848
C -1.420 27.108 -2.764
O -1.185 28.279 -2.887
O -0.190 24.041 -2.279
C -0.258 23.068 -1.330
O 0.634 22.289 -0.883
C -1.663 23.107 -0.781
O -2.230 24.190 -1.216
O -2.115 22.227 -0.014
C -5.077 24.563 -5.365
N -6.594 24.378 -5.275
O -6.988 23.588 -4.399
O -7.288 24.975 -6.081
H -4.536 23.623 -5.252
H -4.681 25.271 -4.637
H -4.900 25.017 -6.340
C -0.055 25.253 1.477
N 0.764 25.934 2.553
O 1.958 25.616 2.643
O 0.144 26.727 3.292
H 0.559 24.460 1.049
H -0.107 25.998 0.683
H -1.075 24.979 1.743
C 0.039 31.166 -0.896
N 1.385 30.581 -1.156
O 1.983 30.187 -0.175
O 1.867 30.615 -2.320
H -0.079 30.928 0.162
H -0.719 30.771 -1.572
H 0.201 32.215 -1.145
C -5.047 27.066 -1.279
O -5.183 26.100 -0.220
C -4.416 26.160 0.965
C -4.301 27.528 1.729
O -3.724 28.551 1.046
C -2.258 28.519 0.942
H -4.055 27.029 -1.728
H -5.348 28.073 -0.989
H -5.797 26.725 -1.992
H -3.432 25.828 0.634
H -4.837 25.435 1.661
H -3.732 27.334 2.639
H -5.288 27.875 2.035
H -2.013 27.467 0.790
H -1.797 28.809 1.886
H -1.760 29.196 0.248
C -5.304 28.182 -8.157
O -4.248 28.654 -7.362
C -2.969 28.169 -7.736
C -1.938 29.113 -7.094
O -2.038 30.459 -7.488
C -1.897 30.630 -8.895
H -5.186 28.310 -9.233
H -6.239 28.691 -7.923
H -5.513 27.132 -7.950
H -2.829 28.029 -8.808
H -2.839 27.174 -7.309
H -0.926 28.732 -7.226
H -2.170 29.068 -6.030
H -1.725 31.675 -9.152
H -2.827 30.385 -9.407
H -1.027 30.025 -9.150
C -8.852 30.636 -3.852
O -9.171 29.986 -5.030
C -8.281 28.982 -5.552
C -7.877 27.964 -4.401
O -6.791 28.484 -3.702
C -5.551 28.700 -4.402
H -9.188 29.992 -3.039
H -9.456 31.543 -3.811
H -7.802 30.917 -3.775
H -7.402 29.513 -5.918
H -8.690 28.345 -6.336
H -7.578 27.039 -4.894
H -8.725 27.745 -3.751
H -5.256 27.906 -5.088
H -4.701 28.788 -3.726
H -5.538 29.625 -4.978
C -3.957 31.151 -0.741
O -3.588 32.384 -1.456
C -3.638 32.200 -2.879
C -2.492 31.474 -3.573
O -1.189 32.070 -3.507
C -0.259 31.613 -4.540
H -3.643 31.253 0.298
H -3.532 30.257 -1.196
H -5.037 31.007 -0.759
H -3.750 33.160 -3.383
H -4.579 31.728 -3.163
H -2.734 31.330 -4.626
H -2.415 30.507 -3.076
H -0.082 30.542 -4.638
H 0.714 32.075 -4.375
H -0.489 31.945 -5.553
C 4.993 23.261 3.330
O 5.040 22.598 2.085
C 3.923 22.862 1.237
C 3.895 21.695 0.250
O 3.562 20.452 0.820
C 3.481 19.356 -0.030
H 5.839 23.122 4.003
H 4.117 22.871 3.848
H 4.834 24.340 3.328
H 4.095 23.827 0.761
H 2.966 22.941 1.753
H 4.815 21.644 -0.332
H 3.115 21.960 -0.464
H 2.567 19.489 -0.609
H 3.183 18.511 0.591
H 4.360 19.067 -0.605
C -3.705 19.558 1.479
O -3.410 19.694 2.825
C -2.827 20.944 3.032
C -2.612 21.156 4.579
O -3.881 21.174 5.278
C -3.745 20.850 6.671
H -4.411 18.733 1.572
H -2.810 19.317 0.907
H -4.250 20.423 1.100
H -3.376 21.796 2.631
H -1.858 21.114 2.564
H -2.063 22.070 4.807
H -1.941 20.328 4.808
H -4.666 20.956 7.246
H -3.061 21.627 7.013
H -3.378 19.837 6.834
*
```

Mulliken atomic charge list, values in e, 99 entries:
1. O -0.257
2. C 0.102
3. O -0.508
4. B 1.702
5. O -0.583
6. C 0.665
7. O -0.575
8. O -0.595
9. C 0.532
10. O -0.658
11. C 0.583
12. O -0.687
13. O -0.666
14. C -0.381
15. N 0.979
16. O -0.545
17. O -0.592
18. H 0.321
19. H -0.032
20. H 0.229
21. C -0.261
22. N 1.030
23. O -0.568
24. O -0.587
25. H 0.106
26. H -0.019
27. H 0.250
28. C -0.398
29. N 0.995
30. O -0.595
31. O -0.566
32. H 0.418
33. H -0.132
34. H 0.333
35. C -0.313
36. O -0.498
37. C -0.002
38. C -0.625
39. O -0.314
40. C 0.262
41. H -0.017
42. H 0.298
43. H 0.235
44. H -0.173
45. H 0.362
46. H 0.478
47. H 0.303
48. H -0.069
49. H 0.373
50. H -0.492
51. C -0.882
52. O -0.140
53. C -0.384
54. C -0.181
55. O -0.259
56. C -0.794
57. H 0.390
58. H 0.179
59. H 0.289
60. H 0.575
61. H 0.139
62. H 0.490
63. H -0.198
64. H 0.241
65. H 0.196
66. H 0.375
67. C -0.386
68. O -0.322
69. C -0.359
70. C 0.345
71. O 0.054
72. C -0.475
73. H 0.283
74. H 0.292
75. H 0.126
76. H 0.271
77. H 0.444
78. H -0.276
79. H 0.474
80. H 0.288
81. H -0.094
82. H 0.339
83. C -0.395
84. O -0.454
85. C -0.624
86. C 0.941
87. O -0.437
88. C -0.747
89. H 0.321
90. H -0.010
91. H 0.361
92. H 0.495
93. H -0.021
94. H 0.170
95. H -0.506
96. H 0.203
97. H 0.358
98. H 0.371
99. C -0.715


Entry 2:
C40H31BrF12N7O7S2V as an isolated structure in a non-equilibrium geometry, computed with wB97M-V/def2-TZVPD.

LUMO level (alpha / beta), eV: -0.07 / -0.21
Highest occupied orbital energy (alpha / beta), eV: -5.19 / -5.19
⟨S²⟩: 0.77
Energy, eV: -216760.3960
Frontier orbital gap (alpha / beta), eV: 5.1 / 5.0

```
! RIJCOSX wB97M-V def2-TZVPD def2/J DEFGRID3
* xyz -1 2
V -0.031 -0.310 0.082
C -3.204 -6.490 0.403
C -2.215 -5.367 0.369
C -0.961 -5.462 0.959
C -0.076 -4.414 0.920
C -0.381 -3.188 0.282
N 0.498 -2.159 0.350
C 1.828 -2.452 0.658
C 2.293 -2.259 1.962
C 3.595 -2.560 2.317
C 4.474 -3.092 1.384
C 5.878 -3.491 1.729
C 4.024 -3.271 0.082
C 2.732 -2.947 -0.301
C 2.299 -3.045 -1.771
O 1.222 -2.334 -2.083
C 2.027 -4.537 -2.137
F 2.922 -5.400 -1.602
F 0.838 -4.939 -1.697
F 2.043 -4.765 -3.454
C 3.509 -2.606 -2.681
F 4.193 -1.554 -2.170
F 4.444 -3.563 -2.871
F 3.122 -2.233 -3.896
C -1.658 -3.116 -0.339
C -2.530 -4.189 -0.291
C -2.062 -1.832 -1.068
O -1.389 -0.840 -0.482
C -1.683 -1.871 -2.595
F -0.828 -0.906 -2.892
F -2.749 -1.672 -3.392
F -1.184 -3.044 -2.959
C -3.587 -1.528 -0.982
F -3.879 -0.300 -1.386
F -4.364 -2.356 -1.692
F -4.012 -1.624 0.290
H -2.960 -7.197 1.191
H -3.203 -7.016 -0.551
H -4.210 -6.109 0.567
H -0.682 -6.376 1.462
H 0.887 -4.519 1.399
H 1.592 -1.896 2.704
H 3.915 -2.403 3.339
H 6.124 -3.237 2.757
H 6.584 -2.994 1.065
H 6.001 -4.565 1.592
H 4.715 -3.680 -0.638
H -3.487 -4.135 -0.782
C 2.302 1.939 3.008
C 1.440 0.970 2.240
N 1.625 0.555 1.018
N 2.686 0.958 0.306
C 2.674 0.817 -1.063
N 3.731 1.388 -1.731
S 1.541 -0.157 -1.778
C 0.239 0.452 2.825
C -0.131 0.623 4.167
C -1.306 0.077 4.625
C -2.078 -0.660 3.726
C -1.655 -0.790 2.422
N -0.537 -0.232 1.946
H 3.084 2.384 2.398
H 2.778 1.449 3.858
H 1.683 2.750 3.392
H 3.305 1.669 0.694
H 4.651 1.266 -1.326
H 3.712 1.158 -2.714
H 0.512 1.178 4.831
H -1.626 0.215 5.644
H -3.004 -1.115 4.036
H -2.239 -1.371 1.726
Br 0.366 7.242 -1.653
C 0.058 5.510 -2.377
C 0.195 5.302 -3.740
N -0.012 4.122 -4.294
C -0.349 3.107 -3.522
C -0.485 3.217 -2.140
C -0.292 4.457 -1.550
C -0.837 1.995 -1.328
O -1.836 1.357 -1.628
O -0.038 1.742 -0.373
H 0.477 6.103 -4.409
H -0.516 2.156 -4.009
H -0.425 4.599 -0.487
N -2.402 1.765 1.308
C -3.267 2.234 2.271
C -4.648 2.101 2.105
C -5.510 2.521 3.102
C -4.991 3.052 4.259
C -3.636 3.190 4.452
C -2.768 2.783 3.457
S -6.073 3.652 5.592
O -5.520 3.005 6.775
O -5.860 5.094 5.541
O -7.405 3.208 5.217
H -1.484 2.184 1.281
H -2.790 1.597 0.391
H -5.027 1.676 1.186
H -6.580 2.446 2.996
H -3.288 3.615 5.378
H -1.698 2.882 3.588
*
```

Mulliken atomic charge list, values in e, 99 entries:
1. V -0.692
2. C -1.722
3. C 0.616
4. C -1.288
5. C -0.549
6. C 0.882
7. N 1.735
8. C -1.308
9. C -0.281
10. C -1.570
11. C 0.534
12. C -1.589
13. C -0.783
14. C 0.060
15. C 1.360
16. O -0.784
17. C 0.425
18. F -0.297
19. F -0.122
20. F -0.321
21. C 0.252
22. F -0.173
23. F -0.294
24. F -0.270
25. C -0.154
26. C -0.823
27. C 0.588
28. O 0.781
29. C 0.648
30. F -0.118
31. F -0.345
32. F -0.231
33. C 0.219
34. F -0.100
35. F -0.271
36. F -0.258
37. H 0.393
38. H 0.311
39. H 0.397
40. H 0.351
41. H 0.624
42. H 0.754
43. H 0.387
44. H 0.386
45. H 0.341
46. H 0.338
47. H 0.664
48. H 0.707
49. C -1.915
50. C 1.182
51. N 1.060
52. N -0.761
53. C 0.032
54. N -0.459
55. S -0.072
56. C 0.193
57. C -0.941
58. C -0.854
59. C -1.364
60. C 0.197
61. N 1.723
62. H 0.479
63. H 0.367
64. H 0.420
65. H 0.189
66. H 0.198
67. H 0.352
68. H 0.549
69. H 0.498
70. H 0.592
71. H 0.020
72. Br -0.202
73. C -0.101
74. C -0.207
75. N -0.665
76. C -0.185
77. C -0.385
78. C -0.296
79. C 0.414
80. O -0.532
81. O -0.388
82. H 0.398
83. H 0.591
84. H 0.616
85. N 0.106
86. C 0.339
87. C -0.426
88. C -0.724
89. C -0.066
90. C -1.216
91. C -0.007
92. S 1.273
93. O -0.711
94. O -0.690
95. O -0.721
96. H -0.234
97. H -0.047
98. H 0.494
99. H 0.522